Entry 1:
{
  "formula": "C33H73N3O5",
  "method": "ωB97M-V/def2-TZVPD",
  "elements": ["O", "O", "O", "O", "O", "N", "N", "N", "C", "C", "C", "C", "C", "C", "C", "C", "C", "C", "C", "C", "C", "C", "C", "C", "C", "C", "C", "C", "C", "C", "C", "C", "C", "C", "C", "C", "C", "C", "C", "C", "C", "H", "H", "H", "H", "H", "H", "H", "H", "H", "H", "H", "H", "H", "H", "H", "H", "H", "H", "H", "H", "H", "H", "H", "H", "H", "H", "H", "H", "H", "H", "H", "H", "H", "H", "H", "H", "H", "H", "H", "H", "H", "H", "H", "H", "H", "H", "H", "H", "H", "H", "H", "H", "H", "H", "H", "H", "H", "H", "H", "H", "H", "H", "H", "H", "H", "H", "H", "H", "H", "H", "H", "H", "H"],
  "positions_angstrom": [[1.26977, 6.06652, -1.38787], [1.99550, -1.73337, 4.49385], [-1.38328, -2.88290, -5.03355], [-1.79722, -1.03297, 0.95927], [0.91043, -0.12654, 2.45371], [0.54825, 4.90370, -1.63322], [-0.04098, -2.61820, -4.98062], [0.74706, -1.82622, 5.08285], [-1.41413, -3.04631, 5.40143], [1.69525, 0.06970, 1.30757], [-0.67743, 5.19229, 0.59450], [1.81945, -1.03982, -4.66270], [2.27413, -3.45398, -4.99376], [0.03612, -1.00009, -3.03321], [1.33733, -1.25885, 7.51466], [-1.53818, -2.46977, 6.78825], [0.04678, -3.08266, 4.88740], [-0.74967, 4.99733, -0.99525], [-4.03574, -0.84159, 1.84775], [0.70787, 4.50805, -3.06826], [-2.23023, 1.08827, 1.95266], [-1.44511, 3.13274, -2.72543], [2.70615, -2.22339, -4.17003], [0.33339, -1.29029, -4.51511], [-0.06927, 3.19180, -3.38587], [-1.62572, 6.21335, -1.57065], [1.71239, -1.33860, 0.64496], [-2.84198, -0.13241, 1.22229], [0.64808, -4.43206, -3.35868], [0.30700, -4.93873, -5.76206], [0.93699, 1.13103, 0.46920], [0.70191, 0.56285, 5.91402], [-0.95416, -1.08195, 6.74245], [0.22306, 5.62894, -4.07813], [0.83048, -4.31967, 5.44032], [-1.44698, 3.61223, -1.25936], [2.20923, 4.06648, -3.24250], [-0.41469, -0.30799, -5.41494], [-0.09353, -3.25995, 3.31543], [0.74110, -3.83139, -4.70113], [0.53264, -0.95480, 6.28827], [-1.67543, 1.58765, 1.15835], [-0.88860, 2.82165, -0.75809], [2.58805, 3.72428, -2.27944], [-2.51038, 3.66680, -1.02628], [0.55673, 1.91702, 1.12167], [-0.44317, 6.22987, 0.83253], [1.52679, -2.30127, 7.77067], [-2.19733, 3.60364, -3.35829], [-1.75812, -4.08056, 5.41105], [-2.11684, 6.06002, -2.53159], [-0.09229, -0.52213, -6.43392], [-4.48468, -1.47995, 1.08680], [-0.29005, 3.13213, -4.45161], [1.60052, 1.59700, -0.25930], [-0.53631, -2.38605, 2.83757], [0.13575, 0.01979, -2.66170], [-0.98980, -0.77255, 7.78701], [0.52805, -1.62491, -2.28775], [-1.78024, 2.09778, -2.79339], [0.22264, 0.85323, 4.97911], [-2.41087, 6.55634, -0.89685], [2.29852, -0.74530, 7.49244], [1.83560, -4.39209, 5.02486], [-0.77840, 5.41349, -4.45064], [0.52760, 2.31346, -3.14021], [-1.01566, -1.26819, -2.93324], [-0.75563, -5.10478, -5.93914], [0.80572, -4.58534, -6.66455], [-0.38029, -4.23273, -3.05733], [0.66318, -5.93956, -5.51796], [2.06016, 5.81275, -0.90568], [2.67929, 5.04605, -3.32969], [-1.64472, -0.42411, 6.21473], [1.34698, -4.00033, -2.64226], [-0.00459, 4.49034, 1.08708], [0.01614, 0.63114, -5.06778], [-2.09266, -1.80933, 0.47803], [-0.99883, -3.08033, 7.51243], [-3.77901, -1.41210, 2.74033], [-1.50327, 0.83728, 2.72507], [0.33891, -5.28194, 5.29715], [-1.61929, 4.88857, 1.05141], [2.70420, 0.37336, 1.58671], [0.92377, -3.28091, 2.92456], [2.25197, -0.18594, -4.14124], [-1.50208, -0.31107, -5.33969], [2.43011, 3.41705, -4.08959], [1.70837, 0.91527, 5.68832], [0.28444, 6.62984, -3.65089], [-3.04874, 1.72233, 2.29343], [1.75133, -1.15504, 3.76755], [2.55689, -3.28066, -6.03207], [1.98784, -2.16054, 1.30573], [0.37004, 1.29816, 6.64704], [-0.70999, -4.12487, 3.07048], [0.07756, 0.74408, -0.07831], [0.78924, -5.51267, -3.33757], [-1.58372, -2.92110, -5.97161], [0.89681, 5.64407, -4.93483], [2.85547, -4.35617, -4.80349], [0.05344, -0.49017, 2.21934], [-3.30767, 0.31809, 0.34578], [-4.82862, -0.15984, 2.15538], [3.76671, -1.97184, -4.16349], [-0.98749, 7.07843, -1.75064], [1.05079, -0.69367, 8.40155], [-1.99987, -2.53472, 4.63769], [-2.60665, -2.41477, 6.99664], [2.36641, -1.27303, -0.22455], [2.55195, -2.41481, -3.10811], [1.03866, -4.12122, 6.49169], [0.72708, -1.59878, 0.25820], [1.93553, -0.87640, -5.73411]],
  "forces_ev_per_angstrom": [[0.264, 1.174, -0.217], [-1.664, -0.745, 1.671], [-1.385, 0.274, 0.719], [0.918, -0.107, -0.060], [0.262, 0.064, 2.988], [0.309, -1.592, 0.178], [2.494, -0.765, -0.437], [1.571, -0.410, 2.021], [0.809, -0.655, 0.100], [-1.653, -1.280, -1.736], [0.118, -0.474, -1.422], [1.540, -1.157, -0.589], [-0.091, -0.432, 0.531], [-1.794, -0.784, 0.568], [2.718, 0.139, 0.740], [0.027, 0.067, -1.132], [-1.369, -1.376, -2.242], [-2.041, 0.045, 0.005], [0.015, 0.087, 0.489], [-0.449, -1.082, -0.601], [-0.330, -0.842, -0.967], [0.185, -0.094, -0.186], [-1.060, -0.304, -0.474], [-0.352, 0.443, 1.311], [-0.889, 0.771, 0.483], [0.488, -0.302, 0.202], [0.390, 1.027, -0.941], [-1.161, 0.954, 0.867], [-0.849, -0.035, 1.639], [0.807, 0.916, 0.070], [1.070, 0.043, -0.202], [0.767, 0.285, -1.149], [-0.591, 0.098, 0.812], [0.991, -0.650, 0.449], [1.039, 1.202, 0.588], [0.127, 0.461, -1.400], [-0.623, 2.577, 0.656], [0.867, 0.264, 0.601], [0.964, 0.726, 0.582], [1.521, -0.242, -2.769], [-2.465, 2.139, -0.112], [-0.019, 0.403, 0.295], [-0.230, 0.155, 0.701], [-0.187, -0.694, -0.163], [0.144, -0.058, 0.845], [0.248, 0.022, 0.100], [0.054, -0.176, 0.149], [-0.300, 0.060, -0.076], [0.070, 0.709, 0.156], [0.050, -0.075, -0.224], [0.104, -0.589, -0.025], [-0.179, 0.227, -0.106], [0.043, -0.308, 0.135], [0.576, 0.110, -0.219], [0.002, 0.065, -0.097], [-0.363, 0.012, 0.271], [0.173, 0.240, -0.575], [0.224, 0.610, -0.184], [0.453, -0.249, -0.377], [-0.011, -0.294, 0.426], [-0.610, -0.467, -0.012], [0.059, -0.279, 0.290], [0.668, -0.584, -0.876], [-0.120, 0.108, -0.436], [-0.029, 0.141, 0.177], [0.071, 0.028, 0.292], [-0.367, 0.166, 0.385], [-0.051, 0.584, 0.212], [-0.357, -0.419, -0.423], [-0.079, -0.187, 0.585], [0.474, 0.207, 0.170], [0.021, -0.228, 0.089], [0.791, -0.161, -0.573], [0.270, 0.060, -0.397], [-0.169, 0.113, 0.146], [0.662, 0.161, -0.334], [-0.481, 0.557, -0.516], [-0.254, -0.005, -0.145], [-0.264, -0.164, 0.104], [0.136, -0.231, -0.038], [-0.345, -0.045, 0.307], [-0.364, 0.417, -0.051], [-0.436, 0.460, -0.354], [-0.203, 0.162, 0.222], [-0.180, -0.688, -0.279], [-0.925, 0.524, 0.015], [0.161, -0.070, 0.179], [-0.188, 0.126, 0.142], [0.527, -0.709, 0.313], [-0.139, -0.145, 0.133], [0.274, 0.084, 0.202], [0.122, 1.404, -1.927], [-0.806, 0.305, -0.319], [0.474, 0.306, 0.112], [-0.387, -0.705, 0.473], [0.350, -0.082, 0.154], [0.095, -0.434, 0.111], [0.102, 0.074, -0.187], [-0.143, 0.016, -0.154], [-0.017, -0.144, -0.141], [0.075, -0.106, 0.627], [-0.269, -0.029, -0.584], [0.534, -0.147, -0.754], [0.108, 0.273, -0.123], [0.066, -0.087, -0.760], [0.210, -0.041, 0.270], [-1.309, -0.375, -0.123], [-0.207, 0.319, 0.304], [0.145, -0.041, 0.560], [0.189, -0.458, -0.034], [-0.436, 0.076, 0.163], [-0.362, -0.418, 0.243], [-0.199, 0.275, 0.044], [0.765, -0.090, -0.147]],
  "multiplicity": 2,
  "s2": 0.7544,
  "total_charge": 1
}

=====

Entry 2:
{
  "formula": "C33H73N7O17S2",
  "method": "ωB97M-V/def2-TZVPD",
  "elements": ["S", "S", "O", "O", "O", "O", "O", "O", "O", "O", "O", "O", "O", "O", "O", "O", "O", "O", "O", "N", "N", "N", "N", "N", "N", "N", "C", "C", "C", "C", "C", "C", "C", "C", "C", "C", "C", "C", "C", "C", "C", "C", "C", "C", "C", "C", "C", "C", "C", "C", "C", "C", "C", "C", "C", "C", "C", "C", "C", "H", "H", "H", "H", "H", "H", "H", "H", "H", "H", "H", "H", "H", "H", "H", "H", "H", "H", "H", "H", "H", "H", "H", "H", "H", "H", "H", "H", "H", "H", "H", "H", "H", "H", "H", "H", "H", "H", "H", "H", "H", "H", "H", "H", "H", "H", "H", "H", "H", "H", "H", "H", "H", "H", "H", "H", "H", "H", "H", "H", "H", "H", "H", "H", "H", "H", "H", "H", "H", "H", "H", "H", "H"],
  "positions_angstrom": [[1.44542, 0.21498, -1.10889], [-7.65374, 0.87575, 5.07531], [-3.92168, 6.68009, -1.07721], [-6.44362, 1.68372, 5.03764], [-4.85884, 0.56596, -8.45419], [-7.43058, -0.55368, 5.28855], [-8.59234, 1.21611, 3.71273], [1.09148, -2.63500, 5.47454], [-1.26573, -6.08123, -4.02330], [8.59585, -3.55613, 0.71067], [-0.10435, 0.80247, -0.97390], [5.98447, 5.17732, 7.71639], [8.16186, -5.80908, -6.66139], [1.96008, 1.37855, -0.05327], [-8.83187, 1.56730, 6.05159], [-2.18530, 7.73027, 8.31371], [-9.26757, -0.79583, -2.54541], [1.57492, -1.10536, -0.55845], [1.97668, 0.48285, -2.43020], [-3.38350, 7.38539, -3.09690], [9.08042, -4.00901, -7.52033], [-0.52409, 7.40414, 9.85709], [6.91419, 3.63766, 9.10556], [0.47007, -4.76602, 5.10040], [-4.47402, -1.15868, -9.75149], [-8.79903, -0.41971, -4.70700], [2.81989, -4.24999, 5.53252], [6.81149, -3.90336, -6.83543], [-0.40869, -8.05040, -2.99819], [-2.07029, 8.13085, -1.22583], [8.05638, -1.74954, -0.69529], [5.70851, 2.91431, 7.12850], [-0.46397, -6.72329, -4.97267], [7.78340, -2.35529, 0.65368], [-10.06109, 1.81458, 5.32859], [-9.98109, 1.04928, 4.03116], [-0.36913, 1.17024, 0.33037], [-4.19273, -0.42953, -8.64952], [0.93482, 1.99838, 0.65356], [9.30060, -2.42156, -1.14174], [-1.14158, 7.15663, 8.67386], [-8.50751, -0.39376, -3.40599], [-3.03785, -0.85480, -7.78569], [-5.59213, -1.05550, -10.62360], [-1.15843, 8.12971, 10.94289], [-3.19486, 7.31355, -1.80967], [9.14818, -3.83981, -0.56482], [7.43785, 4.49648, 10.19526], [0.49969, -7.58836, -4.16889], [-7.16528, 0.30749, -2.98464], [1.38012, -3.81123, 5.32055], [-1.00815, -4.58530, 5.10038], [-0.43880, 6.18039, 7.71376], [10.36835, -4.61687, -7.71812], [-10.04903, -0.87721, -5.36041], [-4.57935, 6.87429, -3.77303], [8.07991, -4.63309, -6.95073], [-1.34488, -6.81533, -2.86028], [6.23705, 4.06107, 8.03725], [-0.88302, -6.18920, -2.09690], [-1.31176, -4.19470, 6.07164], [-1.54866, 7.36829, 11.61821], [5.59878, 3.26927, 6.10378], [0.83403, -5.67041, 4.83639], [-2.20105, 8.14175, -0.14375], [10.96088, -4.09040, -8.46635], [-0.39171, 8.70631, 11.46036], [2.85800, -4.84582, 6.44445], [-1.51821, -5.51955, 4.86562], [7.37776, -1.97202, -1.51874], [-5.39761, -0.48592, -11.53236], [-2.96256, 8.23889, -3.43521], [-0.69292, 6.58274, 6.73313], [9.41846, -2.37538, -2.22436], [10.34521, -5.67635, -7.97319], [1.30144, 1.99425, 1.68005], [10.24703, -2.00335, -0.79899], [7.01310, 2.63293, 9.13440], [-7.35187, 1.10807, -2.26885], [-9.95239, -1.48706, -6.25865], [0.15889, -8.25166, -2.08964], [-6.38000, -0.52090, -10.09298], [-10.69801, -1.49502, -4.73974], [-10.59778, -0.00808, -5.72315], [-6.49961, 0.59496, -3.79848], [4.74837, 2.55877, 7.50244], [9.06776, -3.00604, -7.63861], [0.16322, -5.95731, -5.42875], [-1.12312, 7.68716, -1.53258], [-1.27451, 1.74748, 0.51799], [-5.14523, 6.06390, -3.31352], [0.64565, 6.19870, 7.82210], [-8.20395, 0.08981, -5.34447], [-5.34504, 7.64021, -3.89622], [6.71199, -2.49923, 0.79314], [6.42181, -4.08604, -5.83400], [-4.27822, 6.55882, -4.77198], [-6.03220, -2.02990, -10.83568], [3.22272, -4.70288, 4.62659], [-2.07856, 9.13481, -1.65021], [1.27811, -6.96315, -3.73154], [0.88144, 3.05290, 0.38296], [8.26145, -0.68363, -0.59588], [-2.04534, 8.66721, 10.60733], [0.47038, 7.24370, 9.93044], [-1.18072, -3.85564, 4.30923], [-10.66316, 1.46954, 3.29208], [0.96062, -8.48575, -4.58159], [6.71659, 4.44407, 11.01082], [10.98739, -4.57515, -6.82193], [6.96850, -2.85905, -7.10539], [8.52102, -4.48830, -1.17656], [-1.07960, -7.33349, -5.63355], [-0.37797, 0.29790, 0.98388], [-2.35697, -7.13165, -2.60787], [-6.67726, -0.42187, -2.33814], [-2.51724, -1.69036, -8.25357], [-10.41241, 2.84019, 5.21549], [8.45796, 4.24833, 10.48835], [3.36904, -3.34610, 5.79622], [6.02260, -4.31254, -7.46654], [-10.79537, 1.30023, 5.94859], [-3.34275, -1.12898, -6.77576], [7.46737, 5.56370, 9.97556], [10.09746, -4.35630, -0.42269], [-0.84276, 5.17016, 7.77984], [-2.33045, -0.02859, -7.71451], [-10.14381, -0.02850, 4.03265], [-3.82560, -1.87794, -10.03839], [6.40186, 2.08921, 6.96543], [8.14336, -1.68271, 1.43225], [-0.96153, -8.94313, -3.29061]],
  "forces_ev_per_angstrom": [[-0.250, 1.741, -0.113], [0.299, 0.675, -0.933], [-0.466, -0.926, 0.683], [-2.508, -0.886, 0.058], [-0.279, 0.606, 1.009], [-1.499, 2.515, -0.194], [1.734, -0.560, 0.263], [-0.451, 0.064, -0.099], [-0.655, 0.835, -1.056], [-0.927, -0.184, 0.519], [0.399, -1.536, -2.408], [-0.158, 2.550, 0.160], [0.081, -0.938, 0.591], [1.290, -1.979, -1.972], [1.403, -0.421, -0.867], [1.295, -1.176, 1.035], [0.032, -0.393, 0.050], [-0.298, 1.328, -0.188], [-1.102, -0.245, 2.080], [-0.392, 0.494, -2.513], [2.160, 1.851, -1.188], [0.101, 0.135, -0.266], [1.094, 0.278, 1.000], [-0.842, -1.739, -0.254], [1.583, -2.090, -0.513], [-0.445, -0.441, -2.452], [-0.345, 0.544, 0.104], [-0.940, 0.657, 0.335], [-0.178, 0.641, -0.622], [0.183, -0.058, -0.428], [0.481, 0.966, -0.526], [0.539, 0.130, -0.246], [1.343, -0.423, 0.029], [0.344, -0.265, -0.116], [-1.265, -2.011, 1.226], [0.872, -0.071, -0.108], [1.918, 0.823, 2.345], [-0.697, 0.810, -0.616], [-0.891, 0.368, 1.268], [1.856, -1.192, -1.029], [-0.893, 0.764, -1.317], [0.377, 1.285, 1.521], [0.412, -0.191, -0.417], [-1.389, 0.896, 0.360], [-0.109, -0.890, 0.106], [-0.308, 0.000, 3.063], [0.298, 0.954, -0.043], [-0.762, -0.105, -0.193], [-0.389, -0.743, 1.567], [-0.755, -1.156, 0.109], [0.407, 1.192, 0.764], [1.547, 0.684, -0.448], [-0.353, 1.051, 0.027], [1.187, -0.351, 0.289], [-0.270, 0.198, 0.244], [-0.166, 0.363, -0.783], [-1.189, -1.843, -0.191], [1.142, -1.229, 1.607], [-0.695, -2.394, -1.724], [-0.569, 0.064, 0.546], [-0.143, -0.005, -0.168], [0.030, 0.120, 0.445], [-0.363, 0.499, 0.267], [-0.166, 0.095, 0.231], [0.223, 0.074, -0.228], [-0.393, 0.085, -0.223], [-0.415, 0.326, -0.042], [0.117, -0.598, -0.375], [0.268, 0.056, 0.105], [-0.801, 0.308, 0.581], [0.134, -0.165, -0.122], [-0.171, -0.325, -0.874], [0.112, -0.248, -0.087], [-0.202, -0.291, -0.170], [-0.552, 0.181, -0.148], [-0.683, -0.242, 0.287], [-0.151, 0.201, 0.573], [0.226, 0.301, 0.484], [-0.335, 0.287, -0.489], [1.025, -0.061, 0.021], [-0.145, -0.036, -0.016], [0.040, 0.194, -0.006], [0.316, 0.458, 0.542], [-0.213, 0.119, 0.352], [-0.141, 0.085, 0.069], [0.075, -0.089, -0.048], [-0.283, -0.240, 0.004], [-0.593, -0.008, -0.788], [0.136, -0.043, 0.285], [0.037, -0.052, -0.820], [0.922, -0.070, 0.552], [-0.021, -0.233, 0.134], [0.165, -0.153, 0.301], [0.149, 0.382, 0.011], [0.037, -0.595, 0.223], [0.115, 0.565, 0.146], [-0.091, -0.084, 0.020], [0.372, -0.103, -0.228], [0.208, -0.319, 0.337], [-0.013, 0.182, 0.208], [0.150, 0.074, -0.216], [-0.254, -0.057, -0.493], [-0.547, 0.126, -0.261], [0.504, 0.400, -0.209], [-0.331, -0.328, -0.053], [-0.627, 0.065, 0.214], [0.611, 0.227, -0.300], [-0.044, 0.369, -0.670], [0.405, -0.247, 0.418], [-0.096, 0.037, 0.337], [-0.448, 0.149, 0.408], [-0.375, 0.014, -0.023], [0.112, 0.188, -0.474], [-0.171, -0.156, 0.021], [-0.136, 0.323, 0.020], [0.262, -0.220, -0.279], [0.053, -0.112, 0.213], [1.054, 0.240, 0.062], [-0.245, -0.434, 0.049], [0.031, -0.020, -0.419], [0.356, -0.149, -0.352], [-0.300, 0.273, 0.118], [-0.176, 0.038, -0.154], [-0.181, -0.217, -0.857], [0.004, 0.071, 0.105], [0.089, 0.081, 0.222], [-0.120, 0.053, 0.058], [-0.389, 0.010, 0.667], [0.047, 0.058, 0.445], [0.053, -0.274, 0.691], [-0.026, -0.116, 0.161], [-0.037, -0.049, 0.069]],
  "smiles": "O=S1(=O)OCCO1.O=S1(=O)OCCO1.CNC(C)=O.CNC(C)=O.CNC(C)=O.CNC(C)=O.CNC(C)=O.CNC(C)=O.CNC(C)=O.C1CCOC1.C1CCOC1",
  "total_charge": 0
}

=====

E readings, ordered: -1841.13611 -3759.80659 a.u.
Energy above the lowest of the compared OMol25 structures with the same formula, charge and spin readings, ordered: 0.0 98.2 kcal/mol